{
  "formula": "C17H28NO2P2Tl",
  "method": "the ωB97M-V functional and the def2-TZVPD basis",
  "homo_ev": [-14.421, -14.823],
  "gap_ev": [6.2327, 5.7659],
  "largest_force_ev_per_a": 1.74,
  "de_lowest_kcal_mol": 0.0,
  "charge": 2,
  "symbols": ["Tl", "P", "C", "C", "N", "C", "C", "C", "C", "C", "P", "H", "H", "H", "H", "H", "H", "H", "H", "O", "H", "H", "O", "H", "C", "H", "H", "H", "C", "H", "H", "H", "C", "H", "H", "H", "C", "H", "H", "H", "C", "C", "C", "C", "C", "C", "H", "H", "H", "H", "H"],
  "positions_angstrom": [[0.700, -0.414, -1.388], [-2.036, 0.425, -1.454], [-1.935, 2.234, -1.185], [-1.366, 2.605, 0.168], [-0.458, 1.769, 0.678], [0.102, 2.036, 1.858], [-0.227, 3.185, 2.591], [-1.161, 4.074, 2.058], [-1.738, 3.780, 0.826], [1.112, 1.041, 2.415], [1.828, -0.012, 1.097], [-2.473, 4.419, 0.336], [0.281, 3.338, 3.540], [-1.430, 4.981, 2.598], [1.915, 1.583, 2.939], [0.604, 0.375, 3.138], [-1.222, 2.603, -1.972], [-2.946, 2.674, -1.286], [2.588, 1.215, -2.753], [1.757, 1.756, -2.584], [1.643, 2.341, -3.346], [3.547, -0.882, -2.738], [3.754, 0.040, -2.496], [4.718, 0.078, -2.347], [3.341, 0.932, 0.693], [3.948, 1.056, 1.599], [3.923, 0.405, -0.080], [3.065, 1.923, 0.307], [2.473, -1.435, 2.043], [2.986, -2.128, 1.359], [3.174, -1.102, 2.823], [1.633, -1.972, 2.510], [-3.418, -0.069, -0.357], [-4.368, 0.379, -0.695], [-3.524, -1.166, -0.367], [-3.227, 0.242, 0.680], [-2.836, 0.371, -3.108], [-2.944, -0.684, -3.408], [-3.825, 0.848, -3.080], [-2.198, 0.891, -3.839], [-0.951, -5.032, 0.516], [-1.560, -3.857, 0.982], [-1.032, -2.591, 0.607], [0.035, -2.555, -0.253], [0.666, -3.684, -0.712], [0.163, -4.948, -0.322], [-1.349, -6.008, 0.818], [-2.432, -3.894, 1.634], [-1.488, -1.683, 1.006], [1.535, -3.620, -1.369], [0.655, -5.863, -0.681]]
}

---

{
  "formula": "C37H84NO21P5S3",
  "method": "the ωB97M-V functional and the def2-TZVPD basis",
  "homo_ev": -7.390,
  "gap_ev": 5.0155,
  "smiles": "C=CC[C@H](CCC(C)C)O[C@H](COCCOCC)CO[C@@H](CCCSC(=S)N1CCOCC1)[PH2]=S.COP(=O)(OC)OC.COP(=O)(OC)OC.COP(=O)(OC)OC.COP(=O)(OC)OC",
  "largest_force_ev_per_a": 7.98,
  "symbols": ["C", "C", "C", "C", "C", "C", "C", "C", "C", "O", "C", "C", "O", "C", "C", "O", "C", "C", "C", "O", "C", "C", "C", "C", "S", "C", "S", "N", "C", "C", "O", "C", "C", "P", "S", "H", "H", "H", "H", "H", "H", "H", "H", "H", "H", "H", "H", "H", "H", "H", "H", "H", "H", "H", "H", "H", "H", "H", "H", "H", "H", "H", "H", "H", "H", "H", "H", "H", "H", "H", "H", "H", "H", "H", "H", "H", "H", "H", "H", "H", "H", "H", "H", "C", "O", "P", "O", "O", "C", "O", "C", "H", "H", "H", "H", "H", "H", "H", "H", "H", "C", "O", "P", "O", "O", "C", "O", "C", "H", "H", "H", "H", "H", "H", "H", "H", "H", "C", "O", "P", "O", "O", "C", "O", "C", "H", "H", "H", "H", "H", "H", "H", "H", "H", "C", "O", "P", "O", "O", "C", "O", "C", "H", "H", "H", "H", "H", "H", "H", "H", "H"],
  "positions_angstrom": [[2.368, -6.778, 2.795], [1.679, -6.111, 1.773], [1.040, -6.792, 0.568], [0.239, -5.766, -0.297], [-1.303, -5.928, -0.027], [-1.859, -4.633, 0.606], [-3.344, -4.761, 1.068], [-3.335, -5.274, 2.529], [-4.001, -3.338, 1.091], [0.500, -6.020, -1.679], [0.423, -4.853, -2.486], [-0.824, -4.892, -3.427], [-1.065, -3.623, -4.052], [-1.774, -2.755, -3.165], [-3.283, -3.009, -3.331], [-4.014, -2.113, -2.502], [-5.323, -2.611, -2.278], [-6.120, -1.465, -1.604], [1.771, -4.824, -3.299], [1.961, -3.544, -3.894], [3.019, -2.812, -3.308], [2.776, -2.503, -1.801], [3.937, -1.734, -1.119], [3.535, -1.255, 0.304], [2.193, -0.029, 0.105], [0.851, -0.454, 1.208], [0.475, -2.054, 1.403], [0.124, 0.493, 1.934], [0.782, 1.802, 2.027], [0.480, 2.647, 0.767], [-0.910, 2.994, 0.859], [-1.601, 1.793, 0.559], [-1.289, 0.607, 1.515], [4.709, -3.606, -3.609], [5.032, -3.811, -5.531], [3.412, -7.105, 2.680], [1.879, -7.024, 3.746], [1.630, -5.009, 1.832], [1.793, -7.230, -0.124], [0.417, -7.613, 0.935], [0.550, -4.765, 0.041], [-1.816, -6.213, -0.954], [-1.464, -6.740, 0.698], [-1.776, -3.786, -0.096], [-1.278, -4.365, 1.502], [-3.923, -5.452, 0.439], [-2.741, -6.197, 2.652], [-4.347, -5.498, 2.898], [-2.906, -4.518, 3.204], [-5.069, -3.384, 0.839], [-3.829, -2.867, 2.071], [-3.504, -2.708, 0.336], [0.401, -3.910, -1.917], [-0.677, -5.614, -4.240], [-1.697, -5.126, -2.799], [-1.452, -2.851, -2.117], [-1.574, -1.724, -3.491], [-3.561, -4.058, -3.126], [-3.543, -2.818, -4.389], [-5.315, -3.466, -1.582], [-5.830, -2.855, -3.227], [-5.458, -0.889, -0.941], [-6.563, -0.780, -2.338], [-6.933, -1.870, -0.985], [1.749, -5.567, -4.110], [2.549, -5.105, -2.575], [3.042, -1.835, -3.818], [2.605, -3.420, -1.208], [1.838, -1.925, -1.746], [4.783, -2.427, -1.011], [4.202, -0.855, -1.729], [3.217, -2.125, 0.893], [4.434, -0.801, 0.746], [0.391, 2.383, 2.877], [1.868, 1.692, 2.145], [1.128, 3.529, 0.696], [0.566, 2.059, -0.164], [-2.676, 2.019, 0.665], [-1.472, 1.501, -0.503], [-1.657, -0.303, 1.024], [-1.890, 0.743, 2.428], [5.716, -2.843, -2.971], [4.700, -4.913, -3.049], [6.946, 4.166, 4.541], [5.726, 3.590, 4.082], [5.653, 3.089, 2.475], [7.056, 2.575, 2.314], [5.521, 4.642, 1.955], [4.598, 5.535, 2.593], [5.054, 2.456, 1.036], [5.217, 3.178, -0.176], [6.714, 4.733, 5.445], [7.660, 3.383, 4.790], [7.369, 4.842, 3.798], [5.149, 6.219, 3.239], [3.853, 5.005, 3.184], [4.092, 6.116, 1.822], [6.233, 3.565, -0.266], [4.497, 3.994, -0.238], [5.019, 2.489, -0.997], [4.750, 7.224, 8.083], [4.763, 5.925, 7.501], [3.327, 5.031, 7.573], [2.392, 6.194, 7.366], [3.568, 4.709, 9.167], [4.833, 4.202, 9.610], [2.101, 3.883, 7.428], [1.316, 3.544, 8.559], [5.789, 7.504, 8.267], [4.309, 7.940, 7.393], [4.209, 7.229, 9.029], [5.389, 5.003, 10.097], [5.425, 3.800, 8.789], [4.652, 3.411, 10.337], [1.009, 4.438, 9.103], [1.862, 2.870, 9.220], [0.431, 3.020, 8.198], [-2.030, 4.446, -6.139], [-2.119, 3.401, -5.176], [-0.829, 2.324, -5.060], [0.311, 3.272, -5.303], [-1.290, 1.560, -6.439], [-2.665, 1.204, -6.633], [0.102, 1.026, -4.540], [0.670, 0.130, -5.487], [-3.045, 4.804, -6.319], [-1.431, 5.267, -5.749], [-1.610, 4.085, -7.078], [-3.119, 1.899, -7.340], [-3.230, 1.217, -5.702], [-2.704, 0.200, -7.058], [1.115, 0.673, -6.321], [-0.089, -0.565, -5.849], [1.438, -0.452, -4.980], [-8.430, 2.204, -2.845], [-7.895, 3.131, -1.909], [-6.500, 3.962, -2.365], [-6.798, 4.155, -3.825], [-5.573, 2.630, -2.089], [-5.740, 1.880, -0.882], [-5.187, 5.005, -2.299], [-3.894, 4.526, -2.645], [-9.079, 1.524, -2.291], [-9.024, 2.725, -3.593], [-7.640, 1.626, -3.326], [-6.287, 0.962, -1.103], [-6.276, 2.442, -0.118], [-4.754, 1.614, -0.501], [-3.928, 3.928, -3.554], [-3.474, 3.943, -1.825], [-3.249, 5.389, -2.809]]
}

---

{
  "formula": "C37H37F5P2V",
  "method": "the ωB97M-V functional and the def2-TZVPD basis",
  "homo_ev": [-7.834, -7.931],
  "gap_ev": [7.9773, 7.1104],
  "multiplicity": 4,
  "largest_force_ev_per_a": 3.04,
  "symbols": ["V", "C", "C", "C", "C", "C", "C", "C", "C", "C", "H", "H", "H", "H", "H", "H", "H", "H", "H", "H", "H", "H", "H", "H", "H", "P", "P", "C", "C", "C", "C", "C", "C", "C", "C", "C", "C", "C", "C", "C", "C", "C", "C", "C", "C", "C", "C", "C", "C", "C", "C", "C", "C", "H", "H", "H", "H", "H", "H", "H", "H", "H", "H", "H", "H", "H", "H", "H", "H", "H", "H", "H", "H", "H", "H", "F", "C", "F", "C", "F", "F", "F"],
  "positions_angstrom": [[-0.116, 0.289, 6.047], [-2.174, -0.043, 6.620], [-1.966, -0.448, 5.283], [-2.464, 0.384, 4.137], [-1.365, 1.296, 3.514], [-0.316, 1.791, 4.468], [-0.581, 2.301, 5.764], [-1.957, 2.526, 6.323], [-2.623, 1.316, 7.057], [1.716, 0.094, 5.176], [-2.268, -0.837, 7.355], [-1.746, -1.506, 5.073], [-3.330, 1.014, 4.419], [-2.831, -0.296, 3.345], [-0.871, 0.724, 2.703], [-1.868, 2.141, 3.012], [0.649, 2.056, 4.006], [0.218, 2.864, 6.279], [-2.653, 2.918, 5.561], [-1.884, 3.329, 7.074], [-2.452, 1.443, 8.143], [-3.717, 1.430, 6.944], [2.392, -0.628, 5.684], [2.214, 1.079, 5.068], [1.376, -0.287, 4.188], [0.018, -2.284, -3.712], [1.967, 0.398, -3.968], [-0.568, -0.705, -4.359], [0.219, 0.406, -4.404], [-0.871, -3.469, -4.808], [-2.057, -3.166, -5.494], [-2.675, -4.133, -6.290], [-2.122, -5.411, -6.403], [-0.928, -5.718, -5.734], [-0.292, -4.747, -4.958], [-0.957, -2.411, -2.143], [-0.583, -1.564, -1.081], [-1.319, -1.566, 0.104], [-2.438, -2.400, 0.233], [-2.783, -3.275, -0.804], [-2.017, -3.310, -1.972], [2.631, 1.185, -5.529], [2.603, 0.395, -6.696], [2.965, 0.950, -7.924], [3.357, 2.291, -8.001], [3.420, 3.066, -6.839], [3.094, 2.505, -5.602], [2.045, 1.819, -2.804], [3.170, 1.890, -1.958], [3.331, 2.977, -1.098], [2.361, 3.989, -1.058], [1.228, 3.901, -1.870], [1.050, 2.804, -2.718], [-1.610, -0.674, -4.703], [-0.159, 1.363, -4.792], [-2.524, -2.184, -5.421], [-3.597, -3.873, -6.815], [-2.617, -6.166, -7.014], [-0.493, -6.712, -5.820], [0.650, -4.974, -4.459], [0.290, -0.917, -1.195], [-1.020, -0.932, 0.944], [-3.032, -2.383, 1.150], [-3.639, -3.945, -0.704], [-2.248, -4.036, -2.753], [2.285, -0.646, -6.631], [2.949, 0.336, -8.826], [3.623, 2.729, -8.963], [3.732, 4.110, -6.887], [3.183, 3.106, -4.694], [3.915, 1.094, -1.985], [4.210, 3.034, -0.457], [2.490, 4.840, -0.387], [0.467, 4.684, -1.845], [0.140, 2.731, -3.310], [-0.609, -0.588, 8.895], [0.251, 0.265, 8.147], [0.101, 1.561, 8.712], [1.668, -0.186, 8.513], [1.812, -0.226, 9.871], [1.931, -1.448, 8.053], [2.616, 0.670, 8.024]]
}

---

{
  "formula": "C38H57N2P2PtSi4",
  "method": "the ωB97M-V functional and the def2-TZVPD basis",
  "homo_ev": -3.739,
  "gap_ev": 6.2520,
  "largest_force_ev_per_a": 0.75,
  "charge": -1,
  "symbols": ["Pt", "C", "Si", "C", "C", "N", "P", "C", "P", "N", "Si", "C", "C", "C", "C", "C", "C", "C", "C", "C", "C", "C", "C", "C", "C", "C", "C", "C", "C", "C", "C", "C", "C", "C", "C", "C", "C", "C", "H", "H", "H", "H", "H", "H", "H", "H", "H", "H", "H", "H", "H", "H", "H", "H", "H", "H", "H", "H", "H", "H", "H", "H", "H", "H", "H", "H", "H", "H", "H", "H", "H", "H", "H", "H", "H", "H", "C", "Si", "C", "C", "C", "Si", "C", "C", "C", "H", "H", "H", "H", "H", "H", "H", "H", "H", "H", "H", "H", "H", "H", "H", "H", "H", "H", "H"],
  "positions_angstrom": [[-0.070, -0.739, 0.101], [4.022, -1.358, -1.818], [3.580, -0.862, -0.061], [3.579, -2.341, 1.086], [5.015, 0.235, 0.479], [2.048, -0.118, 0.022], [1.581, 1.432, 0.030], [-0.043, 1.329, 0.215], [-1.675, 1.441, 0.039], [-2.162, -0.109, 0.057], [-3.698, -0.776, 0.401], [-3.952, -0.945, 2.253], [-5.107, 0.285, -0.264], [-3.969, -2.439, -0.425], [-2.453, 2.427, 1.366], [-3.643, 3.135, 1.220], [-4.199, 3.810, 2.299], [-3.568, 3.781, 3.534], [-2.375, 3.084, 3.687], [-1.819, 2.415, 2.608], [-2.202, 2.255, -1.504], [-2.148, 3.639, -1.653], [-2.337, 4.219, -2.899], [-2.577, 3.420, -4.008], [-2.627, 2.039, -3.869], [-2.440, 1.459, -2.622], [2.179, 2.288, -1.468], [3.447, 2.852, -1.586], [3.859, 3.408, -2.789], [3.007, 3.404, -3.885], [1.741, 2.842, -3.775], [1.329, 2.288, -2.573], [2.340, 2.342, 1.420], [2.539, 3.718, 1.421], [2.951, 4.369, 2.578], [3.166, 3.649, 3.743], [2.963, 2.273, 3.753], [2.550, 1.626, 2.599], [5.012, -1.824, -1.853], [4.051, -0.456, -2.440], [3.304, -2.045, -2.263], [4.409, -3.022, 0.875], [2.645, -2.893, 0.995], [3.666, -2.010, 2.125], [5.915, -0.386, 0.522], [4.873, 0.690, 1.462], [5.208, 1.033, -0.242], [-4.101, 0.041, 2.702], [-3.063, -1.385, 2.712], [-4.814, -1.571, 2.502], [-5.206, 1.243, 0.247], [-6.049, -0.254, -0.128], [-4.985, 0.479, -1.334], [-3.398, -3.257, 0.011], [-3.733, -2.391, -1.491], [-5.033, -2.683, -0.329], [-4.135, 3.168, 0.255], [-5.125, 4.358, 2.174], [-4.002, 4.307, 4.375], [-1.876, 3.068, 4.647], [-0.880, 1.880, 2.700], [-1.941, 4.266, -0.792], [-2.290, 5.296, -3.006], [-2.720, 3.873, -4.982], [-2.806, 1.413, -4.734], [-2.449, 0.382, -2.498], [4.115, 2.861, -0.733], [4.848, 3.844, -2.871], [3.331, 3.837, -4.823], [1.072, 2.837, -4.627], [0.344, 1.846, -2.475], [2.361, 4.291, 0.518], [3.101, 5.441, 2.568], [3.487, 4.158, 4.643], [3.121, 1.708, 4.663], [2.369, 0.556, 2.597], [-0.818, -4.851, -2.410], [0.333, -3.535, -1.674], [2.006, -4.403, -1.564], [0.444, -2.202, -3.005], [-0.376, -2.893, -0.114], [-0.229, -3.672, 1.547], [0.275, -2.524, 2.960], [0.962, -5.144, 1.676], [-1.878, -4.420, 2.107], [-0.391, -5.314, -3.305], [-1.780, -4.409, -2.688], [-1.019, -5.641, -1.682], [2.378, -4.618, -2.570], [1.894, -5.356, -1.040], [2.770, -3.824, -1.046], [0.793, -2.610, -3.960], [1.099, -1.384, -2.704], [-0.552, -1.775, -3.159], [-1.451, -2.895, -0.332], [1.310, -2.191, 2.853], [0.182, -3.060, 3.911], [-0.354, -1.632, 2.990], [1.968, -4.927, 1.316], [0.580, -5.994, 1.102], [1.042, -5.458, 2.722], [-2.652, -3.660, 2.229], [-1.751, -4.925, 3.070], [-2.245, -5.157, 1.387]]
}

---

Question: Number 3 is which compound?
Answer: C37H37F5P2V